This record from the OMol25 dataset describes one molecule with the formula C20H24N2O7S2. The level of theory is the ωB97M-V functional and the def2-TZVPD basis.

```
55
Properties=species:S:1:pos:R:3:forces:R:3
O -4.552 -0.424 -2.587 0.11 -0.24 0.06
S -4.882 0.459 -1.510 0.24 -0.10 0.42
O -5.801 1.534 -1.759 0.08 0.15 0.22
C -3.375 1.124 -0.814 -0.60 -0.13 -0.19
C -2.316 0.263 -0.598 0.11 0.00 -0.01
C -1.137 0.747 -0.064 0.09 0.08 0.11
C -1.027 2.102 0.245 -0.56 -0.14 -0.21
O 0.081 2.643 0.833 -0.03 0.14 0.15
C 1.339 2.211 0.521 0.60 -0.10 -0.05
C 1.685 1.706 -0.732 -0.13 0.11 0.04
C 2.999 1.361 -0.988 -0.08 0.03 -0.03
C 3.956 1.527 -0.006 0.63 -0.16 -0.01
S 5.642 1.061 -0.375 -0.41 -0.30 0.07
O 6.489 1.453 0.716 -0.20 -0.05 0.18
O 5.976 1.500 -1.696 -0.12 -0.13 -0.22
N 5.475 -0.618 -0.435 -0.08 0.99 -0.12
C 6.500 -1.283 -1.222 0.31 -0.25 -0.37
C 6.125 -2.760 -1.340 0.06 0.31 -0.13
O 6.003 -3.353 -0.068 0.16 -0.14 0.07
C 5.031 -2.698 0.709 -0.18 0.32 0.15
C 5.359 -1.212 0.880 -0.06 -0.42 0.45
C 3.627 2.042 1.234 0.10 0.00 -0.01
C 2.316 2.385 1.501 -0.35 -0.01 -0.15
C -2.107 2.959 0.038 0.38 -0.09 0.06
C -3.283 2.466 -0.496 -0.10 -0.02 -0.07
N -5.407 -0.500 -0.224 0.54 0.46 -0.73
C -5.947 0.286 0.867 -0.27 0.15 0.55
C -6.244 -0.655 2.037 0.25 0.30 -0.07
O -7.125 -1.684 1.659 -0.22 -0.02 0.05
C -6.604 -2.434 0.587 0.12 0.06 -0.31
C -6.335 -1.543 -0.625 -0.27 -0.47 -0.14
H -2.431 -0.777 -0.858 0.09 -0.18 0.02
H -0.306 0.083 0.123 0.03 -0.06 -0.01
H 0.933 1.605 -1.501 -0.01 -0.02 -0.06
H 3.301 0.982 -1.950 -0.07 -0.06 -0.18
H 6.532 -0.797 -2.197 0.11 -0.16 -0.05
H 7.482 -1.190 -0.738 -0.02 -0.05 -0.08
H 6.904 -3.315 -1.862 -0.07 0.10 -0.04
H 5.174 -2.851 -1.887 0.08 0.00 -0.01
H 5.021 -3.204 1.676 -0.08 0.10 -0.04
H 4.044 -2.793 0.232 0.05 -0.02 0.07
H 4.557 -0.701 1.415 -0.01 -0.14 0.14
H 6.296 -1.094 1.442 -0.11 -0.03 0.01
H 4.408 2.175 1.966 0.04 0.04 0.15
H 2.027 2.798 2.455 -0.02 0.04 0.11
H -2.002 4.001 0.297 0.01 0.11 0.02
H -4.131 3.104 -0.684 -0.07 0.14 0.02
H -5.200 1.029 1.153 -0.09 0.04 0.16
H -6.865 0.802 0.554 0.08 -0.01 0.09
H -6.734 -0.116 2.850 0.12 0.02 -0.05
H -5.298 -1.086 2.397 -0.07 0.05 0.02
H -7.353 -3.191 0.351 0.12 0.02 -0.05
H -5.667 -2.923 0.893 -0.07 -0.01 -0.04
H -5.871 -2.100 -1.438 -0.15 -0.13 0.04
H -7.281 -1.106 -0.978 0.02 -0.10 0.01
```
Positions in Å, forces in eV/Å.

=====

This record from the OMol25 dataset describes a 2-piece molecular cluster, C20H24N3S overall. The level of theory is the ωB97M-V functional and the def2-TZVPD basis.

```
48
Properties=species:S:1:pos:R:3:forces:R:3
C -0.564 2.764 1.575 -0.27 0.23 -0.28
N 0.780 2.182 1.682 0.41 -0.92 -0.72
C 1.729 2.835 2.588 0.13 0.03 0.78
C 1.158 1.236 0.856 0.07 1.50 -0.41
C 2.423 0.546 0.924 0.86 -0.75 0.18
C 3.010 0.044 2.117 0.05 0.40 -0.44
C 4.318 -0.437 2.099 -0.21 0.19 0.14
C 5.086 -0.407 0.922 -0.25 0.06 -0.08
C 6.556 -0.738 0.919 0.18 -0.10 -0.14
C 4.447 -0.051 -0.275 0.27 -0.06 0.07
C 3.129 0.371 -0.288 -0.43 0.28 0.32
H -0.692 3.450 2.413 -0.14 -0.17 -0.18
H -0.671 3.324 0.636 0.08 -0.14 0.25
H -1.330 1.981 1.602 0.31 0.12 0.00
H 1.257 3.761 2.926 0.23 -0.19 -0.01
H 1.943 2.206 3.461 -0.05 0.33 -0.22
H 2.669 3.080 2.072 -0.37 -0.25 0.08
H 0.529 1.090 -0.034 0.29 -0.14 0.77
H 2.423 0.049 3.039 0.32 -0.03 -0.23
H 4.779 -0.790 3.025 -0.20 0.09 -0.29
H 6.961 -0.628 -0.094 -0.07 -0.11 0.22
H 7.134 -0.062 1.562 -0.28 -0.09 -0.04
H 6.765 -1.760 1.262 -0.18 0.24 -0.07
H 5.021 -0.089 -1.203 -0.25 0.00 0.23
H 2.634 0.630 -1.223 0.19 0.00 0.14
C -5.664 -0.963 -3.412 0.41 0.21 0.15
C -4.835 -1.475 -2.402 -0.01 0.17 -0.17
C -3.705 -0.743 -2.037 0.10 -0.19 0.07
C -3.399 0.486 -2.629 -1.02 -0.27 -0.41
C -4.237 1.003 -3.616 0.08 -0.20 0.17
C -5.359 0.263 -4.020 0.16 -0.06 0.25
S -1.967 1.197 -1.936 0.34 -0.10 0.27
C -1.769 -0.189 -0.846 0.03 -0.90 0.62
N -0.835 -0.308 0.029 -0.61 0.27 -0.50
C -0.816 -1.491 0.892 -0.08 0.55 0.03
C -1.470 -2.697 0.261 0.31 -0.46 -0.18
C -2.835 -2.358 -0.297 -0.18 0.37 0.05
N -2.757 -1.112 -1.072 -0.47 -0.13 -0.13
H -6.551 -1.517 -3.721 0.29 0.16 0.10
H -5.055 -2.422 -1.905 -0.02 0.34 -0.24
H -4.006 1.976 -4.041 -0.15 -0.18 -0.11
H -6.006 0.651 -4.806 0.18 -0.06 0.23
H 0.239 -1.688 1.111 -0.19 -0.13 0.13
H -1.320 -1.239 1.841 0.16 -0.07 -0.15
H -0.818 -3.069 -0.536 -0.12 0.00 0.01
H -1.578 -3.494 0.999 0.04 0.00 -0.09
H -3.202 -3.148 -0.954 0.08 0.07 0.05
H -3.551 -2.247 0.531 0.02 0.09 -0.25
```
Positions in Å, forces in eV/Å.

Total charge: +1

=====

| no. | LUMO energy (eV) | maximum force (eV/Å) | DFT total energy (a.u.) |
| --- | --- | --- | --- |
| 1 | 0.193 | 1.01 | -2209.032883 |
| 2 | -3.687 | 1.56 | -1338.745012 |